{"formula": "C5H9NO", "method": "the ωB97M-V functional and the def2-TZVPD basis", "elements": ["C", "C", "O", "C", "C", "C", "N", "H", "H", "H", "H", "H", "H", "H", "H", "H"], "positions_angstrom": [[-1.311528, -0.506221, -0.846587], [-0.759050, -0.169243, 0.535207], [-0.646366, -1.342668, 1.326854], [0.666688, 0.442263, 0.518500], [1.598351, -0.109906, -0.565900], [0.595426, 1.907668, 0.431610], [0.536347, 3.061551, 0.375091], [-1.341634, 0.370641, -1.504089], [-2.329827, -0.901380, -0.762242], [-0.697554, -1.279314, -1.317432], [-1.427555, 0.558496, 1.018372], [-1.476951, -1.493351, 1.789099], [1.089334, 0.203209, 1.500878], [2.612476, 0.273044, -0.423564], [1.262677, 0.186513, -1.563988], [1.629162, -1.201305, -0.511814]], "forces_ev_per_a": [[0.01, -0.02, -0.05], [-0.05, 0.25, -0.22], [-0.12, -0.16, 0.17], [0.00, 0.04, 0.00], [0.05, -0.05, -0.06], [-0.07, 0.96, -0.05], [0.03, -1.05, 0.01], [0.03, -0.09, 0.15], [0.15, 0.11, 0.05], [-0.07, 0.11, 0.05], [0.15, -0.16, 0.01], [0.06, -0.05, -0.10], [-0.06, 0.09, -0.10], [-0.14, -0.05, -0.01], [0.05, -0.06, 0.15], [-0.01, 0.13, 0.01]], "mol_weight_g_mol": 99.1, "relative_energy_kj_mol": 98.97, "orbital_gap_ev": 11.5, "homo_ev": -10.858, "smiles": "C[C@@H](O)[C@@H](C)C#N"}